No. 1
A 6-piece molecular cluster, C2H15NO5 overall at a distorted geometry. Source: OMol25; level of theory: ωB97M-V with the def2-TZVPD basis set.

```
23
C2H15NO5 (ωB97M-V with the def2-TZVPD basis set)
C 0.456 -1.606 -0.464
C 1.299 -0.938 0.281
N 1.224 -1.254 1.668
H -0.607 -1.892 -0.195
H 0.744 -1.671 -1.504
H 2.152 -0.350 -0.021
H 0.303 -1.560 2.171
H 1.866 -0.713 2.315
H -1.376 -0.247 -1.764
H -2.842 -0.114 -1.751
O -2.153 -0.696 -2.080
H -1.294 -0.768 2.117
H -2.385 -1.700 1.810
O -1.653 -1.524 2.454
H 0.991 1.604 -2.824
H 2.040 1.533 -1.611
O 1.147 1.572 -1.866
H 0.746 1.278 1.303
H 1.114 2.045 0.053
O 1.171 2.059 1.049
H -1.265 1.813 0.340
H -0.417 1.514 -0.985
O -1.263 1.614 -0.497
```

Results
SMILES = C=CN.O.O.O.O.O
Relative energy (zero: lowest compared OMol25 entry of this formula, charge and spin) = 63.3 kcal per mole

Atomic partial charges in e from the Mulliken method, atoms 1 to 8: -0.971 0.024 -0.493 0.198 0.335 0.474 0.278 0.259

No. 2
One molecule with the formula C3H5NOS2 at a distorted geometry. Source: OMol25; level of theory: ωB97M-V with the def2-TZVPD basis set.

```
12
C3H5NOS2 (ωB97M-V with the def2-TZVPD basis set)
C -0.855 -1.557 0.236
C -1.273 0.417 -1.130
C 0.813 0.313 0.703
N -0.026 -0.827 1.034
O -1.226 2.076 0.799
S -1.738 -2.866 0.103
S -0.365 1.576 -0.220
H -0.864 0.278 -2.133
H -2.307 0.780 -1.045
H 1.228 0.825 1.497
H 1.600 -0.212 0.096
H -0.062 -0.856 2.017
```

Results
Relative energy (zero: lowest compared OMol25 entry of this formula, charge and spin) = 108.2 kcal per mole

Atomic partial charges in e from the Mulliken method, atoms 1 to 8: 0.272 -0.757 -0.575 -0.190 -0.585 -0.239 0.449 0.312

No. 3
A 2-piece molecular cluster, C4H13N3 overall at a distorted geometry. Source: OMol25; level of theory: ωB97M-V with the def2-TZVPD basis set.

```
20
C4H13N3 (ωB97M-V with the def2-TZVPD basis set)
C -0.293 -1.687 1.356
C 1.286 -0.706 -0.330
C 0.383 0.723 1.532
C 0.067 -0.416 0.551
N -0.449 1.439 -2.666
N -1.054 -0.150 -0.294
N -0.711 1.796 -1.419
H -1.166 -1.508 1.981
H -0.521 -2.501 0.673
H 0.542 -1.971 1.991
H 1.620 0.214 -0.799
H 1.015 -1.424 -1.101
H 2.099 -1.114 0.265
H -0.448 0.870 2.224
H 1.278 0.496 2.108
H 0.539 1.645 0.975
H 0.482 1.054 -2.770
H -1.157 0.970 -3.226
H -1.810 0.244 0.264
H -1.701 2.027 -1.316
```

Results
Multiplicity = 3
Relative energy (zero: lowest compared OMol25 entry of this formula, charge and spin) = 0.0 kcal per mole

Atomic partial charges in e from the Mulliken method, atoms 1 to 8: -1.655 -1.674 -1.638 1.914 -0.275 -0.700 -0.392 0.392

No. 4
C26H45ClNPSSn as an isolated structure at a distorted geometry. Source: OMol25; level of theory: ωB97M-V with the def2-TZVPD basis set.

```
76
C26H45ClNPSSn (ωB97M-V with the def2-TZVPD basis set)
Sn -1.318 -1.810 1.187
P 0.297 -0.295 -0.474
Cl -1.294 -3.374 -0.665
C 0.562 -2.048 2.172
H 0.876 -1.641 3.132
H 0.971 -3.032 1.888
C -0.783 -0.276 -2.017
C 1.734 -1.476 -0.745
C -0.305 0.605 -3.172
H -0.760 -1.334 -2.338
C -1.221 0.375 -4.379
H -0.339 1.663 -2.867
H 0.737 0.376 -3.443
C -2.693 0.641 -4.050
H -0.894 1.007 -5.209
H -1.107 -0.667 -4.705
C -3.162 -0.175 -2.843
H -2.821 1.709 -3.826
H -3.320 0.418 -4.919
C -2.245 0.043 -1.632
H -4.192 0.092 -2.581
H -3.163 -1.247 -3.094
H -2.313 1.089 -1.286
H -2.588 -0.610 -0.808
C 1.044 1.396 -0.130
C 2.835 -1.287 0.311
H 1.235 -2.436 -0.523
C 3.850 -2.430 0.204
H 3.340 -0.316 0.194
H 2.369 -1.301 1.308
C 4.423 -2.543 -1.207
H 4.653 -2.278 0.931
H 3.348 -3.367 0.479
C 3.317 -2.678 -2.257
H 5.014 -1.644 -1.421
H 5.108 -3.397 -1.268
C 2.287 -1.550 -2.174
H 3.753 -2.705 -3.259
H 2.796 -3.632 -2.114
H 2.761 -0.593 -2.440
H 1.479 -1.731 -2.898
C -0.024 2.492 -0.006
H 1.495 1.253 0.873
C 0.624 3.791 0.481
H -0.501 2.652 -0.987
H -0.808 2.189 0.702
C 1.780 4.226 -0.421
H -0.134 4.576 0.531
H 0.992 3.640 1.504
C 2.801 3.103 -0.603
H 1.380 4.512 -1.401
H 2.268 5.115 -0.007
C 2.157 1.808 -1.101
H 3.586 3.404 -1.299
H 3.296 2.902 0.355
H 1.723 1.958 -2.102
H 2.922 1.025 -1.194
C -2.230 0.790 2.192
C -1.055 0.625 2.853
H -2.265 1.084 1.127
C -0.964 0.161 4.271
H -0.097 0.775 2.345
C -2.286 -0.480 4.731
H -0.129 -0.541 4.373
H -0.742 1.016 4.934
C -3.468 0.406 4.342
H -2.391 -1.469 4.262
H -2.256 -0.604 5.820
C -3.575 0.599 2.817
H -4.404 -0.008 4.738
H -3.318 1.402 4.779
H -4.136 -0.240 2.363
H -4.168 1.506 2.626
S -4.057 -4.781 3.818
C -3.388 -3.649 2.951
N -2.900 -2.778 2.267
```

Results
Calculated total energy = -67659.393 eV

Atomic partial charges in e from the Mulliken method, atoms 1 to 8: 0.840 -0.574 -0.405 -1.217 0.337 0.604 -0.291 0.715

No. 5
C34H24BrClCrIN4O2 as an isolated structure at a distorted geometry. Source: OMol25; level of theory: ωB97M-V with the def2-TZVPD basis set.

```
68
C34H24BrClCrIN4O2 (ωB97M-V with the def2-TZVPD basis set)
Cr 0.034 1.839 0.174
Cl 5.999 2.002 3.578
C 4.307 1.977 3.143
C 3.361 1.997 4.122
C 1.987 1.980 3.810
I 0.565 1.986 5.328
C 1.541 1.944 2.499
O 0.293 1.926 2.123
C 2.561 1.924 1.485
N 2.081 1.881 0.199
C 2.948 1.828 -0.787
C 4.338 1.825 -0.577
C 4.833 1.881 0.691
C 3.935 1.932 1.780
H 3.676 2.024 5.157
H 2.542 1.768 -1.791
H 5.000 1.772 -1.431
H 5.899 1.879 0.874
O -0.273 4.028 -5.494
C -0.229 3.434 -4.296
C -0.349 2.063 -4.119
C -0.283 1.552 -2.839
N -0.112 2.327 -1.768
C -0.009 3.630 -1.966
Br 0.201 4.598 -0.352
C -0.054 4.256 -3.186
H -0.395 3.370 -6.189
H -0.487 1.394 -4.961
H -0.357 0.489 -2.630
H 0.040 5.328 -3.282
C 0.038 -0.108 -0.051
C 0.019 -1.350 -0.076
C 0.022 -2.738 -0.027
C 0.097 -3.376 1.299
C -0.288 -2.657 2.440
C -0.192 -3.216 3.705
C 0.291 -4.509 3.869
C 0.686 -5.232 2.750
C 0.594 -4.673 1.483
C -0.084 -3.493 -1.285
C -0.642 -4.778 -1.344
C -0.768 -5.453 -2.551
C -0.338 -4.871 -3.737
C 0.219 -3.597 -3.697
C 0.342 -2.921 -2.493
H -0.650 -1.643 2.316
H -0.494 -2.635 4.569
H 0.365 -4.945 4.859
H 1.083 -6.235 2.866
H 0.931 -5.239 0.621
H -0.999 -5.241 -0.431
H -1.212 -6.442 -2.565
H -0.432 -5.401 -4.677
H 0.569 -3.134 -4.613
H 0.790 -1.934 -2.460
N -6.182 2.040 0.991
C -4.824 1.972 0.831
C -3.968 2.884 1.454
C -2.615 2.798 1.227
N -2.044 1.876 0.435
C -2.866 0.983 -0.133
C -4.233 0.999 0.022
H -6.556 2.607 1.729
H -6.743 1.260 0.705
H -4.356 3.649 2.119
H -1.936 3.480 1.726
H -2.382 0.204 -0.710
H -4.835 0.238 -0.462
```

Results
Multiplicity = 4
Relative energy (zero: lowest compared OMol25 entry of this formula, charge and spin) = 0.0 kcal per mole

Atomic partial charges in e from the Mulliken method, atoms 1 to 8: 0.078 -0.281 0.577 -0.463 -0.312 0.000 0.708 -0.268